Density functional theory data (wB97M-V/def2-TZVPD) for a cluster of 2 separate species, C2H2F2S in total.

As for the charge: 0. For the energy above the lowest of the compared OMol25 structures with the same formula, charge and spin, the calculation gives 39.4 kcal per mole. As for the total energy: -675.235008 a.u. For the HOMO energy, the calculation gives -9.6 eV. The LUMO energy comes out at -0.7 eV. The HOMO-LUMO gap is 8.9 eV. As for the multiplicity: 1.

Last column: Mulliken charge in e.
Element x y z (Å)
C (1.83, -0.38, -0.11)  0.3219
C (0.53, 0.26, -0.46)  -0.2335
F (1.83, -1.68, -0.07)  -0.1838
F (0.63, 1.69, -0.34)  -0.2396
S (3.18, 0.51, 0.02)  -0.1884
H (-0.60, -0.07, 0.44)  0.2244
H (-0.06, -0.07, -1.34)  0.2990